# C32H67Br15O7P

A 8-piece molecular cluster, C32H67Br15O7P overall (wB97M-V/def2-TZVPD, OMol25).

CARTESIAN COORDINATES (ANGSTROEM)
C1 2.3880 -1.8890 6.7623
C2 2.2153 -3.5367 6.7290
C3 0.9532 -3.9471 5.7673
C4 1.1392 -3.4527 4.1801
O1 0.0416 -4.0945 3.4402
P1 0.2630 -4.0178 1.7153
C5 1.6790 -5.3515 1.5973
C6 1.1880 -6.8513 2.0536
C7 1.2806 -7.1197 3.6847
O2 1.3049 -2.6116 1.6617
C8 0.7088 -1.8532 0.5127
C9 1.4865 -0.4223 0.1702
O3 1.4796 0.3755 1.4209
C10 0.2855 1.2365 1.5074
O4 -0.0168 1.5372 2.9320
C11 -1.4471 1.8225 3.1300
C12 -1.7690 2.6911 4.5132
O5 -1.6356 1.8590 5.7435
C13 0.4706 -2.9114 -0.7607
C14 -0.9704 -2.6846 -1.5703
C15 -0.9611 -1.3939 -2.5801
O6 -2.1287 -0.5070 -2.2815
C16 1.7863 -3.3904 -1.6244
C17 2.3064 -2.3127 -2.7441
C18 3.8962 -2.6842 -3.0870
Br1 5.1040 -1.6694 -1.8003
O7 0.1481 -4.1769 -0.0205
H1 2.9195 -1.5118 5.7884
H2 3.0615 -1.6522 7.6990
H3 1.3447 -1.3462 6.9681
H4 1.8969 -3.8371 7.8394
H5 3.2158 -4.1101 6.4818
H6 0.6831 -5.0816 5.8640
H7 -0.0012 -3.3423 6.1500
H8 2.2175 -3.8065 3.8649
H9 1.0481 -2.2635 4.2347
H10 -0.6736 -5.1495 1.7166
H11 -0.9831 -3.2434 1.7605
H12 2.6786 -4.9980 2.0931
H13 1.9065 -5.4247 0.4277
H14 1.9671 -7.6151 1.5690
H15 0.1354 -7.1712 1.5940
H16 0.4418 -6.5782 4.2973
H17 1.1622 -8.2752 3.8460
H18 2.3587 -6.8116 4.0737
H19 -0.4059 -1.4552 0.6526
H20 0.9703 0.1804 -0.6919
H21 2.6047 -0.7175 -0.0527
H22 -0.6535 0.7371 1.0184
H23 0.5157 2.2737 0.9644
H24 -1.9959 0.7673 3.1927
H25 -1.9069 2.4269 2.2122
H26 -1.0662 3.6515 4.6077
H27 -2.9035 3.0504 4.4363
H28 -0.8364 2.2192 6.2662
H29 -1.7891 -2.5996 -0.7093
H30 -1.1897 -3.6769 -2.1534
H31 -0.0046 -0.7334 -2.4461
H32 -1.0962 -1.7592 -3.7085
H33 -1.8300 0.1592 -1.5841
H34 2.7111 -3.7036 -0.9549
H35 1.4644 -4.3909 -2.1894
H36 1.6837 -2.4676 -3.7503
H37 2.3099 -1.2002 -2.3798
H38 4.1314 -2.3719 -4.1955
H39 4.0211 -3.8410 -2.9461
Br2 0.1208 2.2671 -2.8238
C19 -1.2708 3.4465 -3.5159
C20 -1.9041 4.2542 -2.4074
Br3 -3.1510 3.1717 -1.3683
H40 -1.9833 2.8166 -4.0560
H41 -0.7600 4.1014 -4.2272
H42 -2.5089 5.0668 -2.8195
H43 -1.1778 4.6687 -1.7028
Br4 -1.1132 3.0527 -7.3450
C21 -2.7497 4.1064 -7.4794
C22 -2.4437 5.5832 -7.5667
Br5 -1.9605 6.3089 -5.8214
H44 -3.3711 3.8416 -6.6192
H45 -3.2370 3.7584 -8.3945
H46 -3.3319 6.1437 -7.8712
H47 -1.6208 5.8164 -8.2480
Br6 -1.0633 0.8549 -12.9316
C23 -0.1262 2.2893 -11.9984
C24 -0.8581 2.6925 -10.7399
Br7 -2.4148 3.7947 -11.1503
H48 -0.0058 3.1090 -12.7124
H49 0.8572 1.8762 -11.7575
H50 -0.2234 3.3213 -10.1093
H51 -1.2157 1.8412 -10.1540
Br8 4.7728 -4.4044 9.1469
C25 5.7098 -2.9700 10.0800
C26 4.9780 -2.5668 11.3386
Br9 3.4213 -1.4646 10.9282
H52 5.8303 -2.1503 9.3660
H53 6.6933 -3.3831 10.3210
H54 5.6127 -1.9380 11.9692
H55 4.6204 -3.4181 11.9244
Br10 -4.7256 -3.5128 -13.6939
C27 -5.2887 -1.7177 -14.2104
C28 -4.3875 -0.6667 -13.6060
Br11 -4.7888 -0.3940 -11.7163
H56 -6.3364 -1.6143 -13.9139
H57 -5.2217 -1.7022 -15.3018
H58 -4.5597 0.3056 -14.0759
H59 -3.3247 -0.9151 -13.6737
Br12 0.1296 7.2555 5.2567
C29 1.3272 7.0393 3.7318
C30 0.6051 6.4342 2.5508
Br13 0.3450 4.5154 2.7894
H60 2.1760 6.4411 4.0750
H61 1.6724 8.0499 3.4965
H62 1.2058 6.5283 1.6419
H63 -0.3822 6.8705 2.3756
Br14 -1.3096 5.1646 8.9547
C31 -2.9991 4.9337 8.0066
C32 -3.1110 5.8950 6.8466
Br15 -3.5472 7.6949 7.4603
H64 -3.7976 5.0489 8.7449
H65 -2.9859 3.8996 7.6510
H66 -3.9373 5.6113 6.1889
H67 -2.1933 5.9728 6.2571

Summary:
* total charge: -1
* E_tot: -1108520.918 eV
* LUMO level: 1.2 eV